{
  "formula": "C2H5N3OS",
  "method": "wB97M-V/def2-TZVPD",
  "smiles": "N/N=C(/N)C(=O)S",
  "lumo_energy_ha": 0.006,
  "multiplicity": 1,
  "e_above_lowest_kcal_mol": 93.5,
  "orbital_gap_ev": 8.11,
  "symbols": ["S", "O", "N", "N", "N", "C", "C", "H", "H", "H", "H", "H"],
  "coordinates": [[1.835084, 0.177953, -0.330468], [0.533211, -1.715137, 0.785039], [-1.881204, -1.150222, -0.452085], [-1.291208, 1.061797, -0.180799], [-0.553584, 1.983487, 0.420359], [-1.001517, -0.177184, -0.155024], [0.422737, -0.685013, 0.169522], [-1.805348, -2.152667, -0.219225], [-2.765617, -0.753521, -0.428361], [-1.099595, 2.899282, 1.076514], [0.226448, 1.490160, 1.164422], [1.371728, 1.298334, -1.185485]],
  "atomic_forces_ev_per_a": [[0.65, 1.88, -1.70], [0.48, -0.17, -0.02], [0.19, -1.61, -0.67], [-2.79, -0.95, 0.25], [3.22, 2.99, 4.99], [2.91, 0.60, 0.43], [-2.02, -0.22, 0.33], [0.50, 1.40, -0.12], [-2.15, 0.17, -0.08], [1.50, -4.18, -2.80], [-2.74, 2.14, -2.31], [0.25, -2.07, 1.70]]
}